# 1
DFT (wB97M-V/def2-TZVPD) results for 2 unconnected molecules or ions with the total composition C7H18NO2P in a non-equilibrium geometry.

## Properties
**Structure (SMILES)**: C=C(C)NCCCC.OPO
**Energy above the lowest of the compared OMol25 structures with the same formula, charge and spin**: 66.3 kcal/mol
**Largest force on an atom**: 0.11589 Eh/bohr
**HOMO**: -7.88 eV

CARTESIAN COORDINATES (ANGSTROEM)
C -1.32 2.11 -1.16
C -0.84 1.62 0.03
C -1.68 1.59 1.30
N 0.43 1.10 0.20
C 1.39 1.11 -0.80
C 2.41 0.05 -0.46
C 1.77 -1.43 -0.27
C 2.63 -2.20 0.71
H -0.63 2.11 -2.04
H -2.17 2.62 -1.15
H -1.78 0.58 1.71
H -1.38 2.21 2.19
H -2.67 1.87 0.92
H 0.68 0.67 1.09
H 2.02 2.02 -0.73
H 0.98 1.02 -1.82
H 2.94 0.31 0.42
H 3.21 -0.12 -1.29
H 1.60 -1.76 -1.28
H 0.72 -1.31 0.11
H 2.14 -3.17 0.79
H 2.75 -1.83 1.71
H 3.72 -2.51 0.30
O -3.70 -0.66 -0.78
P -2.22 -1.14 -0.39
O -2.61 -1.52 1.13
H -3.68 0.10 -1.43
H -2.46 -2.54 -0.86
H -2.24 -0.90 1.84

Formally, the natural (NBO) partial charges of the atoms, in units of the elementary charge, are as follows: -0.591 0.251 -0.646 -0.617 -0.223 -0.388 -0.418 -0.618 0.202 0.193 0.170 0.232 0.234 0.391 0.184 0.203 0.191 0.210 0.213 0.200 0.214 0.209 0.201 -1.004 1.147 -0.996 0.501 -0.130 0.488



# 2
DFT (wB97M-V/def2-TZVPD) results for a gas-phase ion, C7H18O3PS (charge +1) in a non-equilibrium geometry.

## Properties
**Energy above the lowest of the compared OMol25 structures with the same formula, charge and spin**: 18.0 kcal/mol
**Charge**: +1
**Largest force on an atom**: 0.10494 Eh/bohr
**HOMO**: -15.00 eV

CARTESIAN COORDINATES (ANGSTROEM)
C -0.12 -2.95 0.56
C -3.04 -0.40 -0.66
C -0.45 2.68 0.39
C 3.29 1.21 -1.17
C -0.20 -1.63 1.21
C -1.62 -0.49 -1.17
C -0.57 1.28 1.17
O 3.18 -1.18 -0.24
O 1.02 0.12 -0.77
O 2.34 0.57 1.26
P -0.35 -0.21 0.06
S 2.62 0.12 -0.07
H 0.09 -3.74 1.21
H -0.95 -3.15 -0.19
H 0.83 -2.89 -0.15
H -3.83 -0.94 -1.17
H -3.05 -0.76 0.36
H -3.27 0.66 -0.50
H -1.13 2.72 -0.43
H -0.77 3.44 1.10
H 0.54 3.07 0.12
H 4.03 1.96 -0.69
H 3.73 0.70 -2.10
H 2.30 1.65 -1.58
H 0.72 -1.38 1.94
H -1.21 -1.66 1.83
H -1.47 0.28 -2.06
H -1.33 -1.49 -1.66
H -1.64 1.16 1.66
H 0.31 1.24 1.71

Formally, the natural (NBO) partial charges of the atoms, in units of the elementary charge, are as follows: -0.627 -0.617 -0.622 -0.967 -0.789 -0.809 -0.740 -0.857 -1.017 -0.909 1.903 2.372 0.252 0.221 0.218 0.262 0.208 0.228 0.212 0.244 0.230 0.314 0.311 0.293 0.301 0.272 0.287 0.281 0.268 0.276



# 3
DFT (wB97M-V/def2-TZVPD) results for 2 unconnected molecules or ions with the total composition C7H19BN in a non-equilibrium geometry.

## Properties
**Energy above the lowest of the compared OMol25 structures with the same formula, charge and spin**: 64.6 kcal/mol
**Charge**: +1
**Largest force on an atom**: 0.06880 Eh/bohr
**HOMO (spin up / spin down)**: -11.82 / -11.82 eV

CARTESIAN COORDINATES (ANGSTROEM)
B -2.10 -0.57 0.14
C -2.67 -0.06 -1.21
C -2.51 -1.13 1.52
C 0.00 2.38 0.64
C 2.78 -0.67 0.65
C 1.67 -0.97 -1.60
C 0.43 1.35 -0.36
C 0.43 -0.05 0.28
N 1.52 -0.99 -0.06
H -2.02 0.85 -1.64
H -3.73 0.26 -0.87
H -2.88 -0.75 -2.06
H -3.41 -1.68 1.36
H -2.50 -0.22 2.19
H -1.64 -1.74 1.92
H -0.06 3.40 0.21
H -1.00 2.09 0.93
H 0.76 2.26 1.49
H 3.58 -1.27 0.14
H 3.02 0.36 0.71
H 2.53 -1.03 1.73
H 1.42 0.01 -2.06
H 2.71 -1.42 -1.74
H 0.83 -1.69 -1.91
H 1.35 1.74 -0.73
H -0.26 1.37 -1.22
H 0.50 0.09 1.36
H 1.23 -1.92 0.17

Formally, the natural (NBO) partial charges of the atoms, in units of the elementary charge, are as follows: 1.141 -1.173 -1.142 -0.586 -0.415 -0.417 -0.469 -0.324 -0.378 0.278 0.284 0.307 0.270 0.301 0.278 0.236 0.194 0.208 0.225 0.238 0.230 0.254 0.229 0.229 0.204 0.189 0.181 0.426



# 4
DFT (wB97M-V/def2-TZVPD) results for 2 unconnected molecules or ions with the total composition C7H19Cl2NO2P in a non-equilibrium geometry.

## Properties
**Charge**: +1
**Largest force on an atom**: 0.03882 Eh/bohr
**HOMO**: -11.50 eV

CARTESIAN COORDINATES (ANGSTROEM)
C 5.19 1.66 0.43
C 3.78 2.06 0.83
Cl 3.83 3.54 1.84
C 2.93 2.43 -0.38
Cl 2.89 1.22 -1.65
N 1.52 2.80 0.06
P 0.44 1.49 0.71
O 0.08 0.49 -0.28
H 5.20 0.64 0.03
H 5.60 2.37 -0.29
H 5.83 1.67 1.31
H 3.31 1.27 1.42
H 3.34 3.35 -0.81
H 1.03 3.31 -0.68
H 1.67 3.49 0.82
H 1.10 1.00 1.85
H -0.67 2.20 1.18
C -2.75 -4.07 -1.00
C -3.92 -3.37 -0.34
O -3.57 -2.52 0.73
C -2.69 -1.45 0.43
C -3.25 -0.48 -0.60
H -2.18 -4.63 -0.26
H -3.10 -4.75 -1.77
H -2.07 -3.36 -1.48
H -4.59 -4.11 0.09
H -4.51 -2.82 -1.09
H -1.72 -1.83 0.10
H -2.53 -0.93 1.37
H -3.41 -0.95 -1.57
H -2.56 0.35 -0.74
H -4.22 -0.08 -0.26

Formally, the natural (NBO) partial charges of the atoms, in units of the elementary charge, are as follows: -0.630 -0.224 -0.022 -0.087 0.090 -0.835 1.616 -0.991 0.250 0.233 0.254 0.229 0.250 0.467 0.465 -0.035 -0.030 -0.645 -0.066 -0.533 -0.059 -0.645 0.214 0.223 0.198 0.195 0.160 0.161 0.169 0.212 0.200 0.216



# 5
DFT (wB97M-V/def2-TZVPD) results for 2 unconnected molecules or ions with the total composition C7H19N2O in a non-equilibrium geometry.

## Properties
**Energy above the lowest of the compared OMol25 structures with the same formula, charge and spin**: 50.3 kcal/mol
**Charge**: +1
**Largest force on an atom**: 0.11292 Eh/bohr
**HOMO**: -14.13 eV

CARTESIAN COORDINATES (ANGSTROEM)
C -1.68 1.52 -2.05
C 1.87 -2.09 -0.91
C -0.39 -2.69 -0.52
C -1.64 2.08 -0.66
C -0.36 1.59 0.06
C 0.79 -1.97 0.12
C 0.61 -0.56 0.72
N 1.25 -0.09 1.75
N -0.23 0.21 0.02
O 0.19 2.19 3.01
H -2.20 0.52 -2.09
H -2.29 2.21 -2.66
H -0.65 1.20 -2.39
H 3.00 -1.98 -0.48
H 1.91 -3.12 -1.28
H 1.75 -1.30 -1.53
H -1.27 -2.60 -0.01
H -0.26 -3.70 -0.68
H -0.59 -2.36 -1.51
H -2.41 1.74 -0.01
H -1.70 3.21 -0.70
H 0.48 2.01 -0.61
H -0.41 1.81 1.08
H 0.98 -2.64 0.98
H 2.17 -0.43 2.08
H 1.07 0.85 1.97
H -0.34 2.26 3.78
H -0.73 -0.32 -0.73
H 1.10 2.44 3.21

Formally, the natural (NBO) partial charges of the atoms, in units of the elementary charge, are as follows: -0.638 -0.589 -0.608 -0.400 -0.256 -0.294 0.590 -0.728 -0.529 -0.965 0.204 0.255 0.204 0.213 0.248 0.208 0.221 0.246 0.206 0.212 0.235 0.204 0.242 0.234 0.436 0.424 0.503 0.432 0.488



# 6
DFT (wB97M-V/def2-TZVPD) results for a gas-phase ion, C7H19N2O (charge +1) in a non-equilibrium geometry.

## Properties
**Structure (SMILES)**: CCC(CC)[C@H]([NH3+])NOC
**Energy above the lowest of the compared OMol25 structures with the same formula, charge and spin**: 121.4 kcal/mol
**Charge**: +1
**Largest force on an atom**: 0.09744 Eh/bohr
**HOMO**: -13.70 eV

CARTESIAN COORDINATES (ANGSTROEM)
C 2.78 -0.02 -1.04
C 2.04 -0.10 0.28
C 0.77 0.68 0.26
C -0.02 0.58 1.64
C 0.30 1.84 2.54
C -0.18 0.14 -0.82
N -1.30 1.04 -0.97
N -1.02 -1.15 -0.30
O -1.39 -1.84 -1.48
C -2.67 -2.41 -1.20
H 2.26 -0.54 -1.88
H 3.73 -0.48 -0.85
H 2.81 0.99 -1.30
H 2.57 0.39 1.07
H 1.99 -1.06 0.48
H 1.07 1.74 -0.10
H -1.09 0.44 1.47
H 0.25 -0.36 2.02
H -0.10 2.66 2.08
H 1.35 1.85 2.49
H -0.23 1.64 3.47
H 0.31 -0.18 -1.69
H -1.77 0.76 -1.85
H -1.95 0.82 -0.12
H -1.00 2.09 -0.88
H -0.44 -1.76 0.22
H -2.98 -2.88 -2.08
H -3.41 -1.68 -0.94
H -2.69 -3.20 -0.51

Formally, the natural (NBO) partial charges of the atoms, in units of the elementary charge, are as follows: -0.595 -0.409 -0.222 -0.387 -0.585 0.077 -0.724 -0.364 -0.411 -0.255 0.196 0.239 0.200 0.219 0.206 0.211 0.179 0.214 0.195 0.213 0.232 0.238 0.463 0.479 0.461 0.362 0.207 0.171 0.190



# 7
DFT (wB97M-V/def2-TZVPD) results for a molecular structure, C7H19N2PdSe3Te.

## Properties
**Energy above the lowest of the compared OMol25 structures with the same formula, charge and spin**: 0.0 kcal/mol
**Charge**: -1
**Largest force on an atom**: 0.00723 Eh/bohr
**HOMO**: -3.18 eV

CARTESIAN COORDINATES (ANGSTROEM)
Pd -1.55 0.81 -0.77
C 0.14 -1.22 -2.46
N 0.40 -0.46 -1.23
C 1.29 0.67 -1.53
C 1.11 -1.39 -0.33
C 1.58 -0.87 1.02
N 0.56 -0.41 1.91
C -0.35 -1.47 2.30
C 1.14 0.25 3.07
H 1.08 -1.61 -2.88
H -0.34 -0.59 -3.20
H -0.51 -2.06 -2.23
H 2.29 0.31 -1.84
H 1.40 1.31 -0.65
H 0.87 1.27 -2.33
H 2.02 -1.71 -0.86
H 0.48 -2.27 -0.21
H 2.28 -0.05 0.86
H 2.17 -1.69 1.47
H 0.19 -2.36 2.68
H -0.98 -1.77 1.46
H -1.01 -1.11 3.09
H 1.80 -0.43 3.64
H 0.34 0.62 3.71
H 1.72 1.11 2.75
Se -2.66 0.91 1.75
Se -1.79 2.41 3.22
Te -2.60 4.46 0.01
Se -3.39 2.16 -0.23
C -1.87 1.23 -2.76
H -2.44 0.42 -3.20
H -0.92 1.34 -3.30
H -2.43 2.16 -2.90

Formally, the natural (NBO) partial charges of the atoms, in units of the elementary charge, are as follows: 0.419 -0.417 -0.448 -0.436 -0.220 -0.220 -0.433 -0.425 -0.418 0.161 0.229 0.203 0.161 0.226 0.225 0.169 0.201 0.198 0.154 0.146 0.202 0.223 0.136 0.244 0.199 -0.129 -0.557 -0.418 -0.002 -0.917 0.180 0.160 0.203



# 8
DFT (wB97M-V/def2-TZVPD) results for 2 unconnected molecules or ions with the total composition C7H19N4 in a non-equilibrium geometry.

## Properties
**Energy above the lowest of the compared OMol25 structures with the same formula, charge and spin**: 144.1 kcal/mol
**Charge**: +1
**Largest force on an atom**: 0.12017 Eh/bohr
**HOMO (spin up / spin down)**: -12.17 / -12.17 eV

CARTESIAN COORDINATES (ANGSTROEM)
C -2.24 0.37 1.62
C -1.98 -1.10 1.40
C 2.72 -0.01 -0.98
C 1.91 0.25 1.29
C 1.40 -1.86 0.09
C -1.30 0.53 -2.19
C 1.56 -0.29 -0.16
N -3.28 0.69 2.22
N -1.32 1.20 1.11
N -0.04 0.61 -1.65
N 0.24 0.14 -0.44
H -2.80 -1.71 1.76
H -1.02 -1.21 1.89
H -1.81 -1.37 0.32
H 2.86 -0.78 -1.77
H 2.73 1.06 -1.24
H 3.68 -0.21 -0.30
H 2.51 1.04 1.20
H 2.41 -0.54 1.96
H 0.99 0.52 1.78
H 1.14 -2.14 1.05
H 0.87 -2.37 -0.77
H 2.43 -2.31 0.07
H -1.27 -0.17 -3.13
H -2.02 0.10 -1.48
H -1.74 1.52 -2.57
H -3.56 1.67 2.33
H -0.38 1.43 1.22
H 0.70 0.85 -2.28
H -1.86 2.06 1.07

Formally, the natural (NBO) partial charges of the atoms, in units of the elementary charge, are as follows: 0.437 -0.651 -0.672 -0.562 -0.566 -0.471 0.005 -0.667 -0.852 -0.192 0.083 0.258 0.205 0.199 0.246 0.228 0.269 0.214 0.246 0.206 0.237 0.229 0.246 0.263 0.266 0.263 0.348 0.395 0.406 0.385



> largest force on an atom of number 1 (C7H18NO2P)?

0.11589 Eh/bohr



> Among the records above, which one has the lowest largest force on an atom?

C7H19N2PdSe3Te